{"formula": "C54H63BF6N4O5P", "method": "ωB97M-V/def2-TZVPD", "max_force_ev_per_a": 2.7, "gap_ev": 8.4, "e_homo_ha": -0.386, "total_charge": 1, "total_energy_ev": -99482.24459, "elements": ["C", "C", "C", "C", "C", "C", "C", "B", "O", "O", "C", "C", "N", "C", "N", "C", "C", "C", "C", "C", "C", "O", "C", "C", "O", "N", "P", "N", "O", "H", "H", "H", "H", "H", "H", "H", "H", "H", "H", "H", "H", "H", "H", "H", "H", "H", "H", "H", "H", "H", "H", "H", "H", "H", "H", "H", "H", "H", "H", "H", "H", "H", "F", "C", "C", "C", "C", "C", "C", "H", "H", "H", "H", "H", "F", "C", "C", "C", "C", "C", "C", "H", "H", "H", "H", "H", "F", "C", "C", "C", "C", "C", "C", "H", "H", "H", "H", "H", "F", "C", "C", "C", "C", "C", "C", "H", "H", "H", "H", "H", "F", "C", "C", "C", "C", "C", "C", "H", "H", "H", "H", "H", "F", "C", "C", "C", "C", "C", "C", "H", "H", "H", "H", "H"], "positions_angstrom": [[6.38174, -2.22569, -2.11906], [5.29200, -2.02772, -2.58352], [3.88913, -1.78270, -2.99637], [3.00530, -2.11721, -1.78029], [3.51370, -3.49075, -1.21112], [3.58852, -4.58701, -1.93168], [2.99189, -1.13769, -0.58044], [2.20284, 0.18347, -1.08190], [2.72273, 1.05565, -2.03511], [0.95517, 0.49224, -0.55184], [1.17581, 1.55686, 0.42050], [0.78840, 1.03654, 1.81751], [1.96294, -1.85497, 0.21952], [1.15236, -2.56095, -0.63718], [0.23399, -3.38725, -0.24924], [-0.04235, -3.63455, 1.16793], [-0.39166, -5.16136, 1.34804], [-1.66418, -5.29811, 2.23250], [-2.92264, -5.31495, 1.31586], [-3.40373, -3.85889, 1.06334], [-4.83091, -3.89187, 0.49943], [-4.90096, -4.56906, -0.77525], [-4.78280, -3.66831, -1.79905], [-6.00908, -3.25662, -2.61157], [-3.71850, -3.17749, -2.05808], [1.52942, -2.21092, -1.92861], [0.84764, -3.09583, -3.30633], [-0.83296, -3.03270, -3.11329], [1.15807, -2.05898, -4.56417], [7.17911, -2.67061, -1.56832], [3.69072, -2.41053, -3.86984], [3.85065, -0.73257, -3.30525], [3.84676, -3.52882, -0.17399], [3.80477, -5.56029, -1.50557], [3.36776, -4.48116, -2.99262], [3.93850, -0.99452, -0.05486], [2.21412, 0.99384, -2.85220], [0.58582, 2.45101, 0.19308], [2.24312, 1.82474, 0.35645], [0.51870, 1.83491, 2.51161], [-0.03529, 0.32605, 1.67861], [1.65159, 0.48166, 2.21905], [1.49463, -1.35534, 0.96283], [-0.31486, -3.86470, -0.95418], [-0.85108, -2.99466, 1.53222], [0.83333, -3.44759, 1.79588], [0.49296, -5.63075, 1.78728], [-0.58160, -5.55471, 0.34341], [-1.67377, -4.44980, 2.93002], [-1.57359, -6.20094, 2.84591], [-3.75184, -5.84991, 1.79560], [-2.67410, -5.83134, 0.38263], [-3.47051, -3.38228, 2.05328], [-2.72439, -3.28645, 0.42398], [-5.46127, -4.41090, 1.22781], [-5.20911, -2.86855, 0.35519], [-5.77352, -3.41769, -3.66503], [-6.87562, -3.84218, -2.28995], [-6.21302, -2.19967, -2.41228], [-1.28824, -2.30836, -3.66263], [-1.26458, -3.93786, -3.23920], [0.94610, -1.16878, -4.23293], [-1.53600, 3.96032, 0.91526], [-1.68825, 5.00400, 0.06991], [-0.56779, 5.65022, -0.41440], [-0.72519, 6.71876, -1.28705], [-1.99739, 7.13390, -1.65586], [-3.11458, 6.47771, -1.15672], [-2.96069, 5.40337, -0.29329], [0.41711, 5.31852, -0.10969], [0.14578, 7.22769, -1.67807], [-2.11748, 7.96975, -2.33259], [-4.10692, 6.80263, -1.43984], [-3.82097, 4.87523, 0.09812], [-4.53239, 3.61873, -2.91068], [-3.75885, 2.53838, -2.71659], [-2.40056, 2.70535, -2.52091], [-1.60639, 1.59014, -2.31667], [-2.17308, 0.32140, -2.31670], [-3.53570, 0.16624, -2.51811], [-4.33897, 1.28337, -2.71631], [-1.97381, 3.70055, -2.52936], [-0.54229, 1.70216, -2.15462], [-1.54724, -0.54986, -2.15711], [-3.97394, -0.82484, -2.52101], [-5.40666, 1.18590, -2.86844], [-2.43888, -1.94483, -6.16205], [-3.38617, -1.11409, -6.66122], [-3.57031, -1.04286, -8.02673], [-4.54538, -0.19320, -8.53064], [-5.31208, 0.57760, -7.66559], [-5.10834, 0.49548, -6.29465], [-4.14198, -0.36070, -5.78767], [-2.95735, -1.64546, -8.68455], [-4.70653, -0.13191, -9.59859], [-6.06852, 1.24243, -8.06178], [-5.70199, 1.09897, -5.61979], [-3.97193, -0.44622, -4.72485], [4.90439, -0.37576, 2.24383], [6.20903, -0.72073, 2.39399], [6.79298, -1.54808, 1.45870], [8.12736, -1.89911, 1.60516], [8.85332, -1.42624, 2.69075], [8.24646, -0.59778, 3.62637], [6.91512, -0.23722, 3.47429], [6.20464, -1.91042, 0.62430], [8.60127, -2.54145, 0.87419], [9.89264, -1.70386, 2.80705], [8.80962, -0.23242, 4.47457], [6.42660, 0.41454, 4.18765], [5.61050, -2.10243, 8.08590], [4.70777, -1.25702, 7.56116], [4.60325, -1.14990, 6.18832], [3.66763, -0.28027, 5.64582], [2.85735, 0.47749, 6.48148], [2.97854, 0.36135, 7.86026], [3.90558, -0.51502, 8.40622], [5.24934, -1.74318, 5.55332], [3.57213, -0.19362, 4.57053], [2.13083, 1.15917, 6.05740], [2.35044, 0.95436, 8.51179], [4.00868, -0.62509, 9.47773], [-3.07454, 9.95294, 5.38908], [-2.64862, 8.84091, 4.76613], [-2.99640, 8.63264, 3.44563], [-2.55184, 7.48652, 2.80224], [-1.77653, 6.56096, 3.48895], [-1.43988, 6.78393, 4.81756], [-1.87330, 7.93378, 5.46142], [-3.60808, 9.36223, 2.93105], [-2.81063, 7.31438, 1.76536], [-1.43459, 5.66460, 2.98631], [-0.83897, 6.06106, 5.35400], [-1.61452, 8.12942, 6.49381]], "atomic_forces_ev_per_a": [[-0.6, -0.5, 0.2], [-0.1, 0.3, 0.2], [0.8, 0.5, 0.0], [1.8, -1.1, 1.1], [0.2, 0.3, 0.3], [-0.5, 0.0, -0.7], [-1.4, 0.6, -0.6], [0.0, 0.9, -0.4], [0.3, -1.1, 0.0], [0.4, 0.0, 0.3], [-0.2, 0.1, 0.5], [0.7, -0.4, -0.7], [0.0, -1.1, 0.2], [1.2, 2.4, -0.1], [-0.1, 0.3, 0.4], [-0.2, -1.3, 0.3], [-0.3, 1.4, 0.4], [0.5, -0.6, -0.8], [0.4, 0.8, 0.8], [-0.6, -0.9, 0.1], [0.7, 0.7, 0.2], [-0.7, 0.3, -0.2], [0.0, 0.4, -0.5], [0.0, -0.9, 0.9], [0.5, 0.0, 0.0], [-1.5, -0.6, -0.6], [0.3, -2.0, -1.6], [1.0, 0.7, 0.2], [-0.3, 0.3, 1.9], [0.3, 0.4, -0.3], [-0.3, 0.1, 0.2], [-0.4, -0.2, 0.0], [-0.3, 0.2, -0.1], [0.3, 0.2, -0.2], [0.0, -0.6, 0.1], [-0.2, -0.3, -0.1], [-0.1, 0.6, 0.0], [0.0, -0.3, -0.4], [-0.3, 0.3, 0.3], [0.0, -0.1, -0.1], [-0.1, 0.3, 0.2], [-0.3, 0.1, 0.2], [0.1, -0.1, 0.1], [-0.1, 0.2, 0.1], [0.1, 0.0, -0.3], [0.1, 0.3, -0.5], [-0.3, -0.2, -0.2], [0.1, -0.3, 0.3], [-0.2, -0.2, 0.0], [-0.2, 0.1, -0.2], [0.2, 0.0, -0.1], [-0.2, 0.1, 0.1], [0.0, 0.1, -0.3], [-0.2, -0.1, 0.0], [-0.1, -0.1, -0.4], [0.0, -0.2, 0.2], [-0.2, 0.2, 0.1], [0.1, 0.1, -0.3], [0.1, -0.1, -0.2], [-0.4, -0.1, 0.3], [-0.1, 0.1, -0.2], [0.0, 0.2, -0.6], [0.0, -0.1, 0.0], [-0.1, 0.4, -0.3], [0.3, -0.2, 0.1], [-0.2, 0.0, 0.0], [0.0, 0.1, -0.1], [0.2, 0.0, 0.0], [-0.2, -0.2, 0.2], [0.0, 0.0, 0.0], [0.0, 0.0, 0.0], [0.0, 0.0, 0.0], [0.0, 0.0, 0.0], [0.0, 0.0, 0.0], [0.0, 0.0, 0.0], [0.2, -0.3, 0.1], [0.1, 0.4, -0.1], [-0.1, -0.1, -0.1], [0.2, -0.1, 0.0], [0.0, 0.2, 0.2], [-0.2, 0.0, 0.1], [-0.1, 0.0, 0.0], [0.0, 0.0, 0.0], [0.0, 0.0, 0.1], [0.1, 0.0, 0.0], [0.0, 0.0, 0.0], [0.1, 0.0, 0.1], [-0.3, 0.3, -0.2], [0.2, -0.2, -0.2], [0.0, 0.1, 0.2], [-0.1, 0.0, -0.1], [0.0, -0.1, -0.2], [0.1, -0.1, 0.2], [0.0, 0.0, 0.0], [0.0, 0.0, 0.0], [0.0, 0.0, 0.0], [0.0, 0.0, 0.0], [0.0, 0.0, -0.1], [-0.1, 0.0, 0.0], [0.4, -0.1, 0.1], [-0.2, -0.1, -0.3], [0.0, 0.1, 0.2], [0.1, 0.0, 0.0], [0.0, -0.1, -0.2], [-0.2, 0.2, 0.3], [0.0, 0.0, 0.0], [0.0, 0.0, 0.0], [0.0, 0.0, 0.0], [0.0, 0.0, 0.0], [0.0, 0.0, 0.0], [0.0, 0.0, 0.0], [-0.2, 0.2, -0.1], [0.2, -0.2, -0.2], [-0.1, 0.1, 0.2], [-0.1, 0.0, -0.1], [0.1, -0.1, -0.2], [0.0, 0.0, 0.2], [0.0, 0.0, 0.0], [0.1, 0.0, 0.0], [0.0, 0.0, 0.0], [0.0, 0.0, 0.0], [0.0, 0.0, 0.0], [0.0, 0.0, 0.0], [0.1, -0.3, -0.2], [-0.1, 0.2, -0.1], [0.1, 0.0, 0.2], [0.0, -0.1, -0.1], [-0.1, 0.1, -0.1], [0.1, 0.0, 0.3], [0.0, 0.0, 0.0], [0.0, 0.0, 0.0], [0.0, 0.0, 0.0], [0.0, 0.0, 0.0], [0.0, 0.0, 0.0]], "lowdin_charge": [0.13, -0.11, -0.11, -0.38, -0.14, 0.03, -0.05, -0.61, 0.17, 0.01, -0.18, -0.04, 0.13, -0.34, 0.15, -0.13, -0.14, -0.19, -0.18, -0.17, -0.16, -0.02, -0.51, 0.04, 0.08, -0.09, 0.88, -0.13, -0.25, 0.04, 0.11, 0.12, 0.12, 0.08, 0.05, 0.14, 0.11, 0.11, 0.13, 0.08, 0.08, 0.07, 0.13, 0.12, 0.11, 0.13, 0.11, 0.10, 0.11, 0.11, 0.12, 0.11, 0.12, 0.10, 0.13, 0.13, 0.09, 0.09, 0.09, 0.04, 0.04, 0.06, 0.04, -0.32, -0.02, -0.07, -0.08, -0.08, -0.04, 0.12, 0.11, 0.11, 0.11, 0.13, 0.07, -0.27, 0.00, -0.06, -0.08, -0.10, -0.02, 0.12, 0.09, 0.08, 0.08, 0.12, 0.04, -0.28, -0.02, -0.07, -0.09, -0.07, -0.01, 0.12, 0.11, 0.10, 0.10, 0.08, 0.03, -0.28, -0.02, -0.07, -0.08, -0.06, -0.02, 0.08, 0.10, 0.11, 0.11, 0.12, 0.07, -0.28, -0.02, -0.09, -0.10, -0.08, -0.01, 0.11, 0.09, 0.10, 0.11, 0.12, 0.06, -0.29, -0.01, -0.07, -0.09, -0.08, -0.02, 0.12, 0.09, 0.09, 0.10, 0.12]}